No. 1
Density functional theory data (the ωB97M-V functional and the def2-TZVPD basis) for a structure of composition C39H45CuN5O in a non-equilibrium geometry.

Output
**Gap between HOMO and LUMO (alpha / beta)**: 3.13 / 3.33 eV
**Energy above the lowest of the compared OMol25 structures with the same formula, charge and spin**: 337.6 kJ/mol
**Total charge**: -2
**Spin multiplicity**: 2
**LUMO level (alpha / beta)**: 4.2091 / 4.2089 eV
**Highest occupied orbital energy (alpha / beta)**: 1.076 / 0.882 eV

CARTESIAN COORDINATES (ANGSTROEM)
Cu: -0.367 -0.807 -1.701
N: -2.357 3.046 1.182
N: 0.336 0.942 -4.053
C: -0.554 -2.641 -0.140
C: -1.888 -2.257 -0.487
C: -2.411 -1.506 0.629
C: -3.698 -0.983 0.696
H: -4.340 -0.942 -0.171
H: -3.428 0.864 0.725
H: -4.170 -0.783 1.652
C: -1.325 -1.249 1.537
C: -1.383 -0.252 2.625
H: -2.219 -0.439 3.312
H: -1.526 0.768 2.225
H: -0.454 -0.254 3.203
C: -0.200 -1.951 1.082
C: 1.093 -2.020 1.796
H: 1.496 -1.005 1.924
H: 1.809 -2.625 1.232
H: 0.990 -2.468 2.798
C: -2.757 -2.859 -1.523
H: -3.344 -3.668 -1.062
H: -2.173 -3.287 -2.347
H: -3.473 -2.122 -1.915
C: 0.118 -3.859 -0.659
H: 1.201 -3.818 -0.500
H: -0.080 -3.981 -1.730
H: -0.263 -4.761 -0.145
C: -2.265 4.362 1.098
H: -2.923 5.004 1.712
C: -1.367 4.958 0.175
H: -1.226 6.036 0.214
C: -0.715 4.159 -0.778
H: 0.024 4.572 -1.467
C: -1.031 2.812 -0.836
H: -0.609 2.081 -1.522
C: -1.969 2.289 0.113
C: -2.638 1.057 -0.022
H: -2.413 0.518 -0.979
C: 0.505 -0.161 -3.326
C: -0.303 0.521 -5.201
H: -0.869 1.190 -5.816
C: 0.039 -0.773 -5.438
H: -0.057 -1.371 -6.318
N: 0.597 -1.238 -4.243
C: 1.077 -2.503 -3.926
C: 0.532 -3.623 -4.583
C: 1.268 -4.808 -4.576
H: 0.924 -5.670 -5.167
C: 2.461 -4.902 -3.842
C: 3.250 -6.181 -3.877
H: 3.808 -6.343 -2.943
H: 3.972 -6.193 -4.712
H: 2.561 -7.022 -4.032
C: 2.915 -3.797 -3.093
H: 3.851 -3.833 -2.514
C: 2.209 -2.587 -3.087
C: 2.670 -1.416 -2.288
H: 3.116 -0.630 -2.911
H: 3.447 -1.771 -1.612
H: 1.872 -0.948 -1.666
C: -0.803 -3.586 -5.245
H: -0.801 -2.982 -6.154
H: -1.614 -3.229 -4.593
H: -1.060 -4.594 -5.576
C: 0.555 5.126 4.330
N: 0.957 4.349 3.175
N: 0.821 3.014 3.163
C: 1.462 2.475 2.036
O: 1.470 1.264 1.766
C: 1.975 3.638 1.365
C: 1.633 4.746 2.076
C: 1.832 6.177 1.731
C: 0.279 2.278 4.252
C: -1.030 2.511 4.691
C: -1.531 1.748 5.743
C: -0.733 0.761 6.339
C: 0.577 0.544 5.895
C: 1.085 1.299 4.842
H: 0.905 6.149 4.176
H: 1.009 4.734 5.251
H: -0.536 5.141 4.437
H: 2.518 3.600 0.426
H: 1.710 6.837 2.595
H: 2.846 6.311 1.329
H: 1.127 6.493 0.947
H: -1.640 3.267 4.189
H: -2.547 1.932 6.099
H: -1.134 0.161 7.158
H: 1.215 -0.206 6.366
H: 2.105 1.169 4.473

Löwdin population analysis, charges in e, atoms 1 to 2: number 1, Cu, carries 0.47; number 2, N, carries 0.02

No. 2
Density functional theory data (the ωB97M-V functional and the def2-TZVPD basis) for a structure of composition C39H46N3O2Si2SrTe in a non-equilibrium geometry.

Output
**Gap between HOMO and LUMO**: 6.64 eV
**Energy above the lowest of the compared OMol25 structures with the same formula, charge and spin**: 0.0 kJ/mol
**Total charge**: +1
**LUMO level**: -3.1677 eV
**Highest occupied orbital energy**: -9.805 eV

CARTESIAN COORDINATES (ANGSTROEM)
Sr: -0.652 0.409 -0.761
C: 3.370 2.542 1.065
O: 2.586 1.899 2.124
C: 1.669 1.181 1.488
N: 1.702 1.089 0.218
C: 2.878 1.870 -0.231
C: 2.482 2.833 -1.327
C: 1.239 3.461 -1.280
C: 0.853 4.320 -2.298
C: 1.713 4.571 -3.359
C: 2.956 3.955 -3.404
C: 3.336 3.082 -2.393
C: 0.588 0.583 2.331
C: 0.499 0.784 3.699
C: -0.594 0.252 4.366
C: -1.559 -0.446 3.657
C: -1.376 -0.605 2.294
N: -0.317 -0.117 1.653
C: -2.384 -1.287 1.426
N: -2.282 -1.389 0.162
C: -3.521 -2.055 -0.314
C: -4.380 -2.142 0.961
O: -3.467 -1.753 2.037
C: -4.154 -1.269 -1.439
C: -4.705 -1.910 -2.539
C: -5.330 -1.177 -3.540
C: -5.390 0.205 -3.449
C: -4.823 0.856 -2.361
C: -4.218 0.121 -1.353
H: 4.418 2.369 1.290
H: 3.139 3.606 1.107
H: 3.618 1.166 -0.618
H: 0.538 3.279 -0.472
H: -0.122 4.789 -2.251
H: 1.416 5.246 -4.151
H: 3.626 4.144 -4.232
H: 4.293 2.577 -2.449
H: 1.259 1.351 4.216
H: -0.698 0.394 5.432
H: -2.435 -0.854 4.141
H: -3.249 -3.053 -0.667
H: -4.744 -3.138 1.192
H: -5.198 -1.423 0.971
H: -4.647 -2.990 -2.616
H: -5.764 -1.686 -4.389
H: -5.875 0.780 -4.227
H: -4.852 1.936 -2.288
H: -3.804 0.665 -0.511
C: -1.571 2.967 -7.062
Si: -1.362 2.011 -5.467
C: -2.300 0.397 -5.582
C: -1.954 3.062 -4.048
C: 0.486 1.660 -5.294
Te: 1.078 0.380 -3.704
C: 0.720 -1.466 -4.718
Si: 2.192 -2.173 -5.655
C: 3.567 -2.579 -4.464
C: 1.526 -3.714 -6.476
C: 2.793 -0.925 -6.906
H: -2.622 3.171 -7.272
H: -1.167 2.413 -7.912
H: -1.055 3.928 -7.010
H: -3.363 0.600 -5.715
H: -2.204 -0.215 -4.681
H: -1.972 -0.196 -6.438
H: -3.025 3.249 -4.162
H: -1.449 4.031 -4.076
H: -1.816 2.650 -3.044
H: 1.078 2.570 -5.177
H: 0.880 1.152 -6.178
H: -0.130 -1.263 -5.372
H: 0.357 -2.170 -3.965
H: 3.263 -3.353 -3.756
H: 3.884 -1.701 -3.898
H: 4.443 -2.951 -5.000
H: 1.170 -4.435 -5.739
H: 2.291 -4.211 -7.077
H: 0.694 -3.474 -7.140
H: 3.150 -0.004 -6.441
H: 2.014 -0.667 -7.627
H: 3.627 -1.347 -7.473
C: -1.935 2.500 -0.344
C: -2.399 3.625 -0.226
C: -2.956 4.943 -0.116
C: -3.052 5.775 -1.232
C: -3.571 7.054 -1.113
C: -4.003 7.520 0.120
C: -3.921 6.698 1.235
C: -3.402 5.419 1.119
H: -2.718 5.410 -2.196
H: -3.640 7.691 -1.985
H: -4.401 8.522 0.211
H: -4.262 7.054 2.198
H: -3.336 4.774 1.986

Löwdin population analysis, charges in e, atoms 1 to 2: number 1, Sr, carries 1.17; number 2, C, carries -0.02

No. 3
Density functional theory data (the ωB97M-V functional and the def2-TZVPD basis) for a structure of composition C39H47AsBrIrN3OSe in a non-equilibrium geometry.

Output
**Gap between HOMO and LUMO (alpha / beta)**: 7.42 / 5.63 eV
**Energy above the lowest of the compared OMol25 structures with the same formula, charge and spin**: 0.0 kJ/mol
**Total charge**: +2
**Spin multiplicity**: 6
**LUMO level (alpha / beta)**: -4.7864 / -8.0967 eV
**Highest occupied orbital energy (alpha / beta)**: -12.204 / -13.731 eV

CARTESIAN COORDINATES (ANGSTROEM)
Ir: 0.701 0.053 0.451
C: -6.271 -0.942 1.757
C: -5.751 -2.253 1.161
C: -5.605 -3.339 2.233
C: -6.870 -2.729 0.206
C: -4.456 -2.019 0.393
C: -3.839 -0.802 0.091
C: -2.511 -0.804 -0.218
Br: -1.621 0.821 -0.723
C: -1.692 -1.940 -0.167
O: -0.394 -1.839 0.056
C: -2.389 -3.223 -0.257
C: -3.714 -3.182 0.133
C: -1.701 -4.497 -0.681
C: -1.094 -5.200 0.544
C: -0.692 -4.139 -1.789
C: -2.680 -5.531 -1.321
H: -7.069 -1.131 2.489
H: -6.559 -0.187 1.050
H: -5.416 -0.553 2.283
H: -6.390 -3.295 2.992
H: -4.668 -3.332 2.780
H: -5.657 -4.365 1.730
H: -7.821 -2.716 0.736
H: -6.717 -3.700 -0.176
H: -6.973 -2.056 -0.661
H: -4.388 0.102 0.247
H: -4.235 -4.144 0.347
H: -0.272 -4.585 0.921
H: -0.638 -6.149 0.201
H: -1.799 -5.321 1.383
H: 0.141 -3.526 -1.411
H: -1.201 -3.529 -2.549
H: -0.258 -5.081 -2.217
H: -3.373 -5.855 -0.537
H: -2.116 -6.415 -1.665
H: -3.234 -5.159 -2.166
N: 0.253 -0.721 2.382
C: 0.939 -2.011 2.733
C: 2.352 -1.983 2.103
N: 2.236 -1.594 0.670
H: 0.473 0.003 3.069
H: -0.765 -0.909 2.461
H: 0.327 -2.810 2.299
H: 0.996 -2.117 3.796
H: 2.796 -3.009 2.262
H: 2.996 -1.267 2.618
H: 1.921 -2.394 0.076
H: 3.157 -1.346 0.242
C: 3.921 -0.646 -4.338
C: 4.793 -0.399 -3.237
C: 4.295 0.143 -2.048
C: 2.907 0.388 -1.943
C: 2.023 -0.062 -2.942
C: 2.548 -0.591 -4.152
As: 2.239 1.504 -0.467
C: 1.669 3.132 -1.553
C: 0.801 2.914 -2.633
C: 0.504 3.948 -3.487
C: 1.181 5.162 -3.326
C: 1.997 5.403 -2.209
C: 2.221 4.364 -1.277
C: 3.978 2.006 0.421
C: 4.169 1.620 1.766
C: 5.325 2.025 2.453
C: 6.187 2.987 1.938
C: 5.980 3.386 0.651
C: 4.947 2.814 -0.142
H: 4.313 -0.997 -5.308
H: 5.875 -0.559 -3.333
H: 4.931 0.332 -1.198
H: 0.919 0.077 -2.786
H: 1.898 -1.000 -4.913
H: 0.308 1.950 -2.720
H: -0.227 3.887 -4.299
H: 0.984 5.929 -4.056
H: 2.435 6.409 -2.074
H: 2.822 4.546 -0.363
H: 3.424 0.982 2.299
H: 5.457 1.662 3.547
H: 6.982 3.437 2.521
H: 6.584 4.203 0.196
H: 4.960 3.073 -1.177
Se: 0.938 2.501 2.094
C: 0.235 4.300 1.867
C: 0.957 5.476 2.211
C: 0.493 6.716 1.768
N: -0.690 6.862 1.173
C: -1.447 5.773 0.985
C: -1.037 4.494 1.293
H: 1.892 5.335 2.755
H: 1.074 7.662 1.872
H: -2.443 5.941 0.608
H: -1.780 3.633 1.210

Löwdin population analysis, charges in e, atoms 1 to 2: number 1, Ir, carries 0.77; number 2, C, carries -0.05

No. 4
Density functional theory data (the ωB97M-V functional and the def2-TZVPD basis) for a structure of composition C39H47AsCrN6O4P in a non-equilibrium geometry.

Output
**Gap between HOMO and LUMO (alpha / beta)**: 6.50 / 6.63 eV
**Energy above the lowest of the compared OMol25 structures with the same formula, charge and spin**: 232.5 kJ/mol
**Total charge**: +2
**Spin multiplicity**: 4
**LUMO level (alpha / beta)**: -6.4953 / -6.3673 eV
**Highest occupied orbital energy (alpha / beta)**: -12.994 / -12.997 eV

CARTESIAN COORDINATES (ANGSTROEM)
Cr: 1.111 -1.514 0.258
O: 3.226 -6.599 -0.223
C: 2.013 -6.704 -0.783
C: 1.689 -7.898 -1.433
C: 0.439 -8.087 -1.984
C: -0.532 -7.096 -1.879
C: -0.207 -5.897 -1.287
C: 1.072 -5.661 -0.782
C: 1.367 -4.335 -0.221
O: 1.232 -3.254 -0.925
N: 1.818 -4.251 0.996
N: 1.958 -2.982 1.401
C: 2.660 -2.807 2.480
C: 2.927 -1.464 2.874
C: 3.580 -1.110 4.063
C: 3.787 0.228 4.337
C: 3.351 1.173 3.413
C: 2.718 0.738 2.261
N: 2.501 -0.541 1.989
H: 3.267 -5.860 0.401
H: 2.436 -8.677 -1.447
H: 0.201 -9.023 -2.463
H: -1.538 -7.275 -2.227
H: -0.958 -5.142 -1.116
H: 3.073 -3.657 3.012
H: 3.912 -1.878 4.742
H: 4.274 0.539 5.247
H: 3.510 2.228 3.570
H: 2.384 1.444 1.513
C: -2.428 3.522 5.757
C: -2.163 2.851 4.452
C: -2.801 3.252 3.286
C: -2.503 2.689 2.055
C: -3.349 3.067 0.875
C: -1.506 1.697 1.968
As: -0.906 1.234 0.135
N: 0.676 0.318 -0.025
C: 1.552 0.602 -1.062
C: 2.893 0.155 -0.972
C: 3.814 0.433 -1.965
C: 3.467 1.214 -3.053
C: 2.149 1.625 -3.182
C: 1.201 1.284 -2.240
C: -0.859 2.897 -0.915
C: 0.030 3.911 -0.552
C: 0.887 3.836 0.673
C: 0.137 5.044 -1.350
C: -0.612 5.193 -2.504
C: -0.477 6.383 -3.394
C: -1.509 4.181 -2.836
C: -1.651 3.038 -2.073
C: -2.621 1.991 -2.533
C: -1.008 1.152 3.155
C: -0.286 -0.161 3.188
C: -1.314 1.757 4.368
H: -3.304 4.161 5.697
H: -1.572 4.138 6.028
H: -2.575 2.794 6.552
H: -3.568 4.011 3.340
H: -4.297 3.475 1.222
H: -3.546 2.173 0.274
H: -2.867 3.825 0.255
H: 3.262 -0.366 -0.096
H: 4.825 0.072 -1.860
H: 4.200 1.490 -3.792
H: 1.842 2.210 -4.035
H: 0.167 1.514 -2.432
H: 0.670 2.930 1.245
H: 0.697 4.700 1.307
H: 1.940 3.860 0.395
H: 0.834 5.813 -1.056
H: 0.277 7.074 -3.026
H: -1.430 6.907 -3.471
H: -0.198 6.060 -4.398
H: -2.111 4.290 -3.725
H: -2.963 2.219 -3.539
H: -3.492 1.959 -1.880
H: -2.156 1.007 -2.549
H: -0.085 -0.535 2.174
H: -0.926 -0.889 3.689
H: 0.635 -0.100 3.764
H: -0.902 1.335 5.272
N: 0.119 -3.067 -3.263
C: -1.294 -3.129 -2.853
P: -1.487 -1.779 -1.538
O: -0.771 -0.660 -2.210
O: -0.944 -2.071 -0.146
C: -3.340 -1.679 -1.422
N: -3.763 -0.587 -0.556
H: 0.349 -3.680 -4.050
H: 0.707 -3.294 -2.368
H: 0.310 -2.080 -3.498
H: -1.568 -4.137 -2.566
H: -1.935 -2.815 -3.680
H: -3.702 -2.661 -1.094
H: -3.699 -1.486 -2.433
H: -1.973 0.402 -0.384
H: -3.724 -0.869 0.420
H: -4.726 -0.335 -0.760

Löwdin population analysis, charges in e, atoms 1 to 2: number 1, Cr, carries 0.98; number 2, O, carries 0.10

No. 5
Density functional theory data (the ωB97M-V functional and the def2-TZVPD basis) for a structure of composition C39H47BN9O3SSr in a non-equilibrium geometry.

Output
**Gap between HOMO and LUMO (alpha / beta)**: 7.64 / 6.80 eV
**Energy above the lowest of the compared OMol25 structures with the same formula, charge and spin**: 114.2 kJ/mol
**Spin multiplicity**: 2
**LUMO level (alpha / beta)**: 0.3123 / -0.4812 eV
**Highest occupied orbital energy (alpha / beta)**: -7.324 / -7.278 eV

CARTESIAN COORDINATES (ANGSTROEM)
Sr: 0.368 -0.200 -0.078
C: -1.228 0.537 -4.410
C: -1.470 0.419 -3.035
N: -0.388 -0.012 -2.402
N: 0.566 -0.178 -3.339
C: 0.085 0.149 -4.557
B: 2.035 -0.487 -2.981
N: 2.591 0.757 -2.235
C: 3.666 1.540 -2.484
C: 3.595 2.646 -1.665
C: 2.419 2.465 -0.929
N: 1.828 1.325 -1.265
N: 2.103 -1.755 -2.073
C: 3.111 -2.654 -2.044
C: 2.723 -3.707 -1.241
C: 1.434 -3.357 -0.818
N: 1.078 -2.181 -1.318
N: 2.771 -0.864 -4.277
C: 2.487 -1.991 -4.982
C: 3.307 -2.028 -6.080
C: 4.075 -0.855 -5.970
N: 3.746 -0.166 -4.894
H: -1.907 0.864 -5.178
H: -2.373 0.620 -2.480
H: 0.699 0.085 -5.439
H: 4.371 1.277 -3.246
H: 4.286 3.469 -1.611
H: 1.978 3.099 -0.174
H: 4.025 -2.501 -2.591
H: 3.281 -4.600 -1.014
H: 0.744 -3.903 -0.196
H: 1.734 -2.686 -4.646
H: 3.342 -2.773 -6.856
H: 4.852 -0.491 -6.623
C: -4.049 0.063 0.544
C: -4.296 0.739 -0.745
C: -3.701 1.973 -0.703
C: -3.074 2.110 0.580
C: -3.319 0.909 1.336
C: -2.910 0.695 2.760
C: -2.343 3.289 1.088
C: -3.676 3.029 -1.768
C: -5.090 0.131 -1.852
C: -4.535 -1.305 0.909
H: -3.299 -0.261 3.114
H: -3.315 1.479 3.406
H: -1.823 0.710 2.856
H: -2.477 4.164 0.453
H: -1.268 3.077 1.159
H: -2.659 3.523 2.108
H: -4.072 3.975 -1.392
H: -4.278 2.744 -2.631
H: -2.656 3.208 -2.119
H: -5.177 0.811 -2.698
H: -6.100 -0.118 -1.515
H: -4.621 -0.793 -2.207
H: -5.259 -1.265 1.728
H: -3.696 -1.924 1.233
H: -5.010 -1.800 0.063
N: 2.713 -0.670 0.823
C: 2.810 -0.245 2.232
C: 2.578 1.254 2.337
C: 1.140 1.667 1.952
O: 0.903 2.868 1.802
O: 0.302 0.718 1.804
H: 2.925 -1.660 0.744
H: 3.411 -0.168 0.280
H: 3.785 -0.497 2.666
H: 2.029 -0.766 2.788
H: 3.260 1.795 1.677
H: 2.764 1.600 3.355
O: -0.204 -2.179 1.731
S: -1.218 -3.098 2.306
C: -0.397 -4.759 2.482
C: 0.909 -4.708 3.206
C: 2.002 -4.042 2.653
C: 3.196 -3.957 3.351
C: 3.315 -4.531 4.609
C: 2.237 -5.208 5.159
C: 1.044 -5.299 4.459
C: -1.326 -2.683 4.091
C: -2.332 -3.555 4.786
C: -3.616 -3.711 4.264
C: -4.541 -4.529 4.895
C: -4.198 -5.204 6.056
C: -2.928 -5.044 6.591
C: -2.003 -4.226 5.959
H: -0.281 -5.101 1.453
H: -1.128 -5.393 2.985
H: 1.905 -3.586 1.676
H: 4.043 -3.441 2.915
H: 4.246 -4.457 5.156
H: 2.323 -5.663 6.138
H: 0.209 -5.844 4.881
H: -1.622 -1.634 4.095
H: -0.328 -2.765 4.521
H: -3.896 -3.180 3.363
H: -5.534 -4.639 4.477
H: -4.918 -5.845 6.548
H: -2.653 -5.561 7.502
H: -1.017 -4.094 6.389

Löwdin population analysis, charges in e, atoms 1 to 2: number 1, Sr, carries 1.52; number 2, C, carries -0.04

Asked for energy across the records above, the calculation gives -95303.92908 -73636.84848 -246770.78305 -156873.91110 -73111.24357 eV in order.